DFT (the ωB97M-V functional and the def2-TZVPD basis) results for 2 unconnected molecules or ions with the total composition C7H16 in a non-equilibrium geometry.

Results
Gap between HOMO and LUMO ... 9.923 eV
SMILES ... C=C(C)[C@H](C)CC.[H][H]
LUMO level ... 1.11 eV
F_max ... 1.6 eV/A
Energy ... -276.22501 Eh

Element x y z (Å)
C: -0.92 1.59 -0.19
C: -0.94 0.26 -0.13
C: -2.19 -0.52 -0.49
C: 0.19 -0.57 0.46
C: -0.27 -0.81 1.91
C: 1.60 0.05 0.46
C: 2.25 0.29 -0.91
H: -1.78 2.13 -0.59
H: -0.04 2.17 0.08
H: -2.74 -0.05 -1.31
H: -2.00 -1.56 -0.76
H: -2.82 -0.50 0.40
H: 0.26 -1.54 -0.05
H: 0.49 -1.34 2.49
H: -0.46 0.17 2.38
H: -1.20 -1.38 1.94
H: 2.25 -0.62 1.04
H: 1.57 1.00 1.02
H: 2.28 -0.63 -1.51
H: 3.29 0.63 -0.77
H: 1.73 1.06 -1.49
H: -0.24 -0.25 -2.14
H: -0.33 0.44 -1.83

***

DFT (the ωB97M-V functional and the def2-TZVPD basis) results for 2 unconnected molecules or ions with the total composition C7H16ClNO2 in a non-equilibrium geometry.

Results
Gap between HOMO and LUMO ... 5.091 eV
LUMO level ... -1.04 eV
F_max ... 1.4 eV/A
Energy ... -941.61732 Eh

Element x y z (Å)
C: 2.74 -1.17 -0.42
C: 2.56 0.33 -0.10
O: 1.67 0.96 -1.03
C: 0.52 1.44 -0.44
C: -0.43 0.29 -0.09
C: -0.80 0.18 1.37
O: -1.51 -1.00 1.68
C: -2.65 -1.20 0.88
C: -2.48 -0.89 -0.60
N: -1.75 0.40 -0.82
H: 3.77 -1.40 -0.70
H: 2.13 -1.40 -1.30
H: 2.42 -1.81 0.40
H: 3.51 0.89 -0.17
H: 2.24 0.47 0.94
H: 0.05 2.15 -1.13
H: 0.78 2.01 0.46
H: 0.01 -0.64 -0.45
H: -1.35 1.08 1.68
H: 0.12 0.18 1.95
H: -2.88 -2.27 0.94
H: -3.53 -0.68 1.27
H: -1.89 -1.66 -1.10
H: -3.46 -0.85 -1.08
H: -2.29 1.18 -0.43
H: -1.59 0.52 -1.81
Cl: 4.07 2.88 0.10